Entry 1:
This record from OMol25 describes a molecular structure, C21H32NO10PPbS2. The level of theory is the ωB97M-V functional and the def2-TZVPD basis.

The geometry in XYZ format:
```
68
Properties=species:S:1:pos:R:3:lowdin_charge:R:1
Pb -0.029 1.185 0.101 1.55
O 0.225 4.643 -0.329 -0.08
C 1.538 4.778 -0.825 -0.25
C 2.520 3.754 -0.278 -0.17
N 2.315 2.369 -0.695 -0.24
C 2.308 2.197 -2.140 -0.13
C 0.965 2.560 -2.814 -0.70
O 1.008 2.895 -3.998 -0.01
O -0.078 2.454 -2.083 -0.21
C 3.278 1.515 -0.012 -0.14
C 3.018 1.383 1.508 -0.71
O 4.008 1.185 2.222 -0.03
O 1.805 1.451 1.875 -0.19
H -0.218 3.968 -0.876 0.03
H 1.900 5.760 -0.503 0.11
H 1.548 4.779 -1.921 0.11
H 2.468 3.777 0.813 0.13
H 3.537 4.077 -0.575 0.12
H 2.466 1.137 -2.358 0.11
H 3.111 2.764 -2.634 0.12
H 4.313 1.854 -0.160 0.12
H 3.193 0.509 -0.431 0.10
C -5.180 -3.576 0.399 -0.10
O -5.934 -2.402 0.156 -0.10
C -5.248 -1.219 0.238 -0.29
C -5.990 -0.068 -0.117 -0.05
C -5.348 1.140 -0.120 -0.06
C -3.985 1.291 0.217 -0.11
C -3.346 2.584 0.084 -0.38
C -4.215 3.817 -0.134 -0.03
O -2.130 2.778 0.101 -0.07
C -3.252 0.128 0.645 -0.36
O -2.051 0.150 1.051 -0.23
C -3.941 -1.129 0.619 0.05
H -5.856 -4.411 0.222 0.08
H -4.819 -3.610 1.430 0.09
H -4.318 -3.646 -0.269 0.08
H -7.027 -0.171 -0.408 0.10
H -5.911 2.013 -0.426 0.09
H -5.054 3.858 0.561 0.07
H -4.614 3.816 -1.151 0.08
H -3.580 4.692 -0.012 0.08
H -3.333 -1.987 0.867 0.07
C 3.296 -4.433 -2.194 -0.06
C 2.813 -3.167 -1.512 -0.51
C 3.890 -2.524 -0.658 -0.05
O 1.697 -3.546 -0.694 -0.35
P 0.456 -2.545 -0.340 -0.18
S -1.012 -3.737 0.168 0.20
S 0.258 -1.174 -1.774 0.24
O 1.007 -1.671 0.907 -0.41
C 1.044 -2.178 2.263 -0.48
C 0.079 -1.357 3.094 -0.05
C 2.473 -2.076 2.759 -0.04
H 4.128 -4.206 -2.865 0.07
H 2.487 -4.880 -2.772 0.08
H 3.634 -5.160 -1.452 0.08
H 2.461 -2.453 -2.259 0.07
H 4.252 -3.241 0.082 0.08
H 3.494 -1.661 -0.124 0.06
H 4.734 -2.201 -1.272 0.08
H 0.719 -3.221 2.237 0.09
H 0.424 -0.322 3.136 0.07
H 0.029 -1.755 4.111 0.08
H -0.915 -1.378 2.646 0.06
H 2.819 -1.041 2.730 0.07
H 3.138 -2.690 2.150 0.06
H 2.528 -2.426 3.793 0.08
```

For the maximum force, the calculation gives 0.1 eV/Å. Its energy above the lowest of the compared OMol25 structures with the same formula, charge and spin is 0.95 kcal/mol. For the calculated total energy, the calculation gives -2957.43982 Eh. As for the net charge: -2.


Entry 2:
This record from OMol25 describes a molecular structure, C9H25AlBBrClF5MgN2O14P. The level of theory is the ωB97M-V functional and the def2-TZVPD basis.

The geometry in XYZ format:
```
61
Properties=species:S:1:pos:R:3:lowdin_charge:R:1
C -1.710 2.194 1.402 -0.10
C -0.509 1.254 1.190 -0.28
C 0.746 1.753 1.870 -0.42
F 0.342 2.052 3.249 -0.23
P 2.172 0.421 1.968 0.54
N 2.053 0.148 0.099 -0.14
C 2.449 -1.212 -0.262 -0.51
C 1.312 -2.126 -0.639 0.01
O 3.590 -1.574 -0.276 0.12
C 2.680 1.108 -0.711 -0.55
C 1.815 2.249 -1.247 0.01
O 3.838 1.113 -1.042 0.10
H -1.457 3.116 1.921 0.09
H -2.194 2.476 0.467 0.07
H -2.417 1.596 2.002 0.05
H -0.785 0.322 1.683 0.06
H -0.307 1.025 0.156 0.08
H 1.040 2.717 1.456 0.12
H 1.047 -0.563 2.199 -0.04
H 3.138 -0.613 2.109 0.01
H 3.198 1.416 1.798 0.00
H 2.225 0.675 3.433 -0.07
H 0.349 -1.732 -0.326 0.07
H 1.498 -3.061 -0.116 0.05
H 1.356 -2.340 -1.701 0.06
H 1.572 1.973 -2.280 0.05
H 2.397 3.162 -1.281 0.09
H 0.885 2.382 -0.707 0.04
Al -0.120 0.237 4.155 0.92
C -4.094 0.246 0.281 -0.73
O -4.551 1.504 0.224 -0.19
O -4.936 -0.642 0.886 0.13
O -3.044 -0.115 -0.167 0.11
H -5.729 -0.142 1.108 0.11
C 1.939 -2.052 -5.702 -0.14
N 1.086 -2.536 -4.575 -0.41
O 0.817 -3.698 -4.493 0.14
O 0.683 -1.691 -3.762 -0.04
H 2.218 -2.892 -6.363 -0.12
H 1.350 -1.319 -6.237 0.04
H 2.820 -1.597 -5.251 0.11
O 4.040 -6.023 0.826 -0.31
Cl 3.266 -5.347 1.817 0.66
O 2.404 -4.366 1.205 -0.31
O 4.107 -4.739 2.798 -0.31
O 2.383 -6.309 2.482 -0.30
Mg -4.474 2.558 1.754 1.32
Br 2.015 -2.699 -8.403 -0.15
B -4.853 6.727 1.765 -1.25
F -6.178 6.958 2.106 0.11
F -4.393 5.576 2.527 0.01
F -4.744 6.350 0.411 0.07
F -4.042 7.801 2.060 0.13
O -0.652 1.110 -3.490 0.33
H 0.155 1.665 -3.436 0.16
H -1.324 1.385 -2.836 0.19
H -0.415 0.151 -3.384 0.16
O -2.637 -0.247 5.155 -0.57
H -3.304 -0.776 5.606 -0.12
O -0.544 -7.490 2.234 -0.01
H 0.431 -7.519 2.286 -0.03
```

For the maximum force, the calculation gives 1.9 eV/Å. For the calculated total energy, the calculation gives -5862.43055 Eh. As for the net charge: -1.


Entry 3:
This record from OMol25 describes a molecular structure, C27H35BaF2N8O4S3. The level of theory is the ωB97M-V functional and the def2-TZVPD basis.

The geometry in XYZ format:
```
80
Properties=species:S:1:pos:R:3:lowdin_charge:R:1
Ba -1.373 -1.013 -0.518 1.74
N 0.618 0.672 5.900 0.09
C 0.412 -0.262 4.872 -0.33
C 0.803 0.022 3.565 -0.02
C 0.607 -0.905 2.558 -0.08
C 0.030 -2.139 2.835 -0.29
C -0.324 -2.437 4.135 -0.06
C -0.138 -1.509 5.146 -0.03
S -0.368 -3.271 1.511 0.53
O -0.252 -4.610 2.021 -0.30
O -1.697 -2.819 1.088 -0.60
N 0.528 -2.916 0.266 -0.24
C 1.876 -3.123 0.363 -0.47
N 2.541 -3.117 -0.824 0.12
C 3.841 -3.311 -0.765 -0.16
C 4.528 -3.519 0.431 -0.08
C 3.761 -3.513 1.574 -0.13
N 2.446 -3.319 1.558 0.13
H 0.616 1.626 5.567 0.07
H -0.031 0.570 6.666 0.08
H 1.250 0.977 3.319 0.11
H 0.941 -0.651 1.561 0.08
H -0.756 -3.400 4.371 0.12
H -0.428 -1.759 6.160 0.11
H 4.372 -3.302 -1.714 0.10
H 5.596 -3.677 0.458 0.09
H 4.209 -3.668 2.551 0.11
C 2.314 -0.855 -4.224 -0.10
O 1.826 0.401 -3.808 -0.18
C 2.632 1.016 -2.838 -0.20
C 2.675 0.366 -1.455 -0.20
O 1.527 0.500 -0.637 -0.25
C 1.321 1.851 -0.248 -0.11
H 3.371 -0.782 -4.519 0.09
H 1.727 -1.156 -5.089 0.09
H 2.206 -1.622 -3.455 0.07
H 2.288 2.050 -2.770 0.12
H 3.677 1.044 -3.196 0.12
H 3.530 0.807 -0.918 0.12
H 2.854 -0.707 -1.543 0.09
H 2.252 2.267 0.162 0.09
H 0.536 1.859 0.506 0.04
H 0.984 2.466 -1.084 0.07
N -1.512 3.162 -1.558 0.08
C -1.573 2.425 -2.710 -0.71
N -1.330 1.147 -2.745 0.06
C -1.451 0.676 -4.036 -0.35
C -1.745 1.607 -4.983 -0.36
S -1.916 3.156 -4.236 1.02
C -1.303 -0.757 -4.304 -0.37
C -1.670 -1.392 -5.451 -0.35
S -1.368 -3.085 -5.290 1.03
C -0.787 -2.805 -3.696 -0.74
N -0.800 -1.563 -3.317 0.00
N -0.305 -3.796 -2.908 0.12
H -1.612 2.593 -0.703 0.01
H -2.120 3.967 -1.543 0.08
H -1.873 1.450 -6.038 0.06
H -2.170 -0.970 -6.302 0.07
H -0.706 -4.711 -3.015 0.09
H -0.020 -3.571 -1.964 0.05
F -3.633 -2.705 -2.658 -0.22
C -3.885 -1.446 -1.982 -0.39
F -4.067 -0.549 -3.087 -0.19
H -4.931 -1.603 -1.653 0.02
C -0.496 4.002 3.063 -0.06
C -1.896 3.416 2.826 -0.64
C -2.433 2.852 4.148 -0.06
C -2.823 4.543 2.343 -0.07
C -1.835 2.348 1.814 -0.24
C -1.779 1.445 0.995 -0.19
H -0.535 4.809 3.800 0.08
H -0.080 4.398 2.137 0.08
H 0.184 3.232 3.428 0.06
H -2.455 3.631 4.916 0.08
H -1.804 2.030 4.493 0.07
H -3.443 2.462 4.016 0.08
H -2.907 5.327 3.100 0.07
H -3.817 4.150 2.130 0.08
H -2.432 4.989 1.429 0.07
```

For the maximum force, the calculation gives 2.5 eV/Å. Its energy above the lowest of the compared OMol25 structures with the same formula, charge and spin is 19.58 kcal/mol. For the calculated total energy, the calculation gives -3208.70511 Eh. As for the net charge: -1.